Formula: C64H50N2P3RhSi
Source: the Open Molecules 2025 dataset
Level of theory: ωB97M-V/def2-TZVPD

Structure (XYZ):
```
121
C64H50N2P3RhSi (ωB97M-V/def2-TZVPD)
Rh 0.47 0.12 0.34
C -2.67 1.90 5.90
C -1.84 2.54 4.99
C -1.26 1.82 3.96
C -1.50 0.46 3.84
C -2.33 -0.19 4.75
C -2.91 0.54 5.78
P -0.65 -0.46 2.53
C -0.90 -3.23 0.29
C -0.49 -4.42 -0.32
C -0.64 -4.60 -1.68
C -1.21 -3.59 -2.46
C -1.61 -2.41 -1.87
C -1.45 -2.23 -0.50
C 0.79 -1.05 3.50
C 0.69 -1.98 4.52
C 1.80 -2.26 5.31
C 3.00 -1.60 5.09
C 3.10 -0.66 4.07
C 2.00 -0.38 3.26
Si 2.05 0.80 1.81
C 3.71 0.74 0.92
C 4.91 1.18 1.49
C 6.11 1.01 0.83
C 6.15 0.37 -0.40
C 4.97 -0.06 -1.00
C 3.75 0.16 -0.35
P 2.18 -0.42 -1.04
C 2.13 -0.09 -2.82
C 1.00 -0.55 -3.50
C 0.87 -0.35 -4.86
C 1.88 0.32 -5.56
C 2.99 0.79 -4.88
C 3.11 0.60 -3.51
C 2.32 -2.23 -0.86
C 2.49 -2.73 0.43
C 2.77 -4.07 0.63
C 2.91 -4.92 -0.46
C 2.75 -4.43 -1.75
C 2.45 -3.09 -1.95
C 1.66 2.60 2.14
C 2.08 3.34 3.25
C 1.80 4.70 3.33
C 1.14 5.34 2.29
C 0.73 4.62 1.18
C 0.95 3.25 1.13
P 0.56 2.22 -0.32
C -1.14 2.39 -0.95
C -1.88 3.57 -0.85
C -3.15 3.64 -1.41
C -3.69 2.54 -2.06
C -2.95 1.37 -2.17
C -1.68 1.30 -1.62
C 1.59 2.95 -1.61
C 2.88 3.38 -1.30
C 3.63 4.04 -2.26
C 3.10 4.28 -3.52
C 1.82 3.85 -3.83
C 1.06 3.18 -2.88
H -3.13 2.46 6.70
H -1.65 3.60 5.08
H -0.62 2.33 3.25
H -2.51 -1.26 4.68
H -3.56 0.03 6.49
H -0.07 -5.21 0.28
H -0.33 -5.52 -2.14
H -1.35 -3.75 -3.53
H -2.08 -1.64 -2.46
H -1.84 -1.32 -0.03
H -0.25 -2.50 4.70
H 1.73 -2.99 6.10
H 3.86 -1.82 5.71
H 4.05 -0.17 3.89
H 4.90 1.65 2.47
H 7.03 1.36 1.28
H 7.09 0.21 -0.90
H 5.01 -0.58 -1.94
H 0.22 -1.09 -2.97
H 0.00 -0.71 -5.39
H 1.79 0.47 -6.63
H 3.76 1.33 -5.41
H 3.96 1.03 -2.99
H 2.43 -2.08 1.30
H 2.91 -4.45 1.64
H 3.15 -5.97 -0.31
H 2.86 -5.08 -2.60
H 2.35 -2.72 -2.96
H 2.62 2.86 4.05
H 2.13 5.26 4.19
H 0.95 6.40 2.34
H 0.27 5.15 0.35
H -1.48 4.44 -0.35
H -3.71 4.56 -1.33
H -4.68 2.60 -2.49
H -3.37 0.51 -2.69
H -1.09 0.40 -1.78
H 3.29 3.23 -0.31
H 4.63 4.39 -2.01
H 3.68 4.82 -4.25
H 1.40 4.05 -4.81
H 0.06 2.85 -3.13
C -1.27 -4.29 2.55
C -2.57 -4.36 2.82
C -3.43 -3.27 2.43
C -2.90 -2.05 2.18
N -1.50 -1.90 2.26
C -0.76 -3.07 1.80
C -3.68 -0.87 1.81
C -5.07 -0.83 1.76
C -5.70 0.37 1.48
C -4.93 1.50 1.27
C -3.56 1.38 1.31
N -2.95 0.22 1.55
H -0.57 -5.06 2.84
H -3.00 -5.22 3.31
H -4.49 -3.42 2.34
H 0.30 -2.94 2.04
H -5.66 -1.72 1.96
H -6.78 0.42 1.44
H -5.39 2.46 1.07
H -2.91 2.24 1.17
```

The total charge is +2. The calculation puts the total energy at -4002.12575 Eh. Its multiplicity is 1.



Formula: C64H57AsCl2FInN7O5
Source: the Open Molecules 2025 dataset
Level of theory: ωB97M-V/def2-TZVPD

Structure (XYZ):
```
138
C64H57AsCl2FInN7O5 (ωB97M-V/def2-TZVPD)
In 0.21 -2.45 0.68
C 1.00 -5.95 0.73
C 0.58 -6.07 -0.71
C -0.03 -7.23 -1.16
C -0.45 -7.36 -2.48
C -0.22 -6.31 -3.36
C 0.40 -5.14 -2.95
C 0.66 -4.05 -3.94
C 0.78 -5.00 -1.60
N 1.35 -3.81 -1.09
C 2.46 -3.35 -1.61
O 3.19 -3.80 -2.52
C 2.97 -2.12 -0.90
C 4.08 -1.44 -1.38
C 4.61 -0.41 -0.63
C 4.04 -0.11 0.60
C 2.93 -0.83 1.01
N 2.41 -1.80 0.26
C 2.35 -0.63 2.39
O 2.90 0.21 3.12
N 1.38 -1.48 2.68
C 0.98 -1.57 4.04
C 1.28 -2.79 4.68
C 2.01 -3.87 3.93
C 0.89 -3.00 6.00
C 0.22 -2.01 6.70
C -0.05 -0.80 6.07
C 0.33 -0.57 4.75
C -0.07 0.74 4.12
H 1.12 -6.93 1.19
H 1.94 -5.40 0.82
H 0.24 -5.40 1.28
H -0.21 -8.04 -0.46
H -0.96 -8.26 -2.81
H -0.54 -6.40 -4.39
H 0.08 -4.21 -4.86
H 0.38 -3.09 -3.52
H 1.72 -4.00 -4.19
H 4.51 -1.76 -2.32
H 5.47 0.15 -0.97
H 4.43 0.64 1.28
H 1.47 -4.14 3.02
H 3.00 -3.53 3.62
H 2.12 -4.76 4.54
H 1.11 -3.95 6.47
H -0.09 -2.17 7.72
H -0.58 -0.02 6.61
H -1.06 0.64 3.68
H -0.10 1.53 4.88
H 0.64 1.04 3.35
F 4.16 4.00 -0.55
C 2.91 3.98 -0.01
C 2.21 2.81 -0.05
C 0.92 2.73 0.46
C 0.22 1.43 0.40
O 0.79 0.46 -0.08
C -1.12 1.45 0.93
C -1.63 2.61 1.41
N -0.95 3.80 1.49
C -1.61 4.96 2.02
C -1.15 5.54 3.32
C -2.45 4.81 3.24
C 0.34 3.88 1.00
C 1.07 5.07 1.04
C 2.36 5.14 0.53
N 3.07 6.38 0.65
C 4.46 6.50 0.22
C 5.00 7.82 0.81
N 4.09 8.17 1.96
C 2.78 8.65 1.42
C 2.37 7.62 0.35
C -2.01 0.21 1.07
O -3.08 0.38 1.67
O -1.56 -0.85 0.57
H 2.65 1.92 -0.49
H -2.63 2.60 1.80
H -1.96 5.66 1.26
H -1.15 6.62 3.43
H -0.33 5.04 3.83
H -3.38 5.37 3.29
H -2.50 3.83 3.70
H 0.63 5.93 1.52
H 4.57 6.51 -0.87
H 5.03 5.66 0.61
H 4.95 8.64 0.10
H 6.02 7.73 1.17
H 4.51 8.81 2.63
H 3.86 7.27 2.39
H 2.91 9.65 1.00
H 2.08 8.69 2.25
H 2.63 7.98 -0.65
H 1.29 7.47 0.36
Cl -1.49 -2.80 3.07
C -2.69 -3.68 2.17
C -3.84 -4.06 2.82
C -4.83 -4.79 2.16
C -4.61 -5.12 0.82
C -3.46 -4.73 0.18
Cl -3.25 -5.18 -1.50
C -2.38 -3.97 0.79
N -1.33 -3.67 0.08
H -3.98 -3.79 3.86
H -5.73 -5.09 2.67
H -5.34 -5.69 0.26
C -2.87 -2.45 -6.82
C -2.10 -1.30 -6.70
C -1.62 -0.90 -5.45
C -1.92 -1.63 -4.31
C -2.69 -2.79 -4.44
C -3.16 -3.19 -5.68
As -1.42 -1.17 -2.44
C -3.24 -0.60 -2.03
C -3.93 0.48 -2.58
C -5.25 0.72 -2.22
C -5.91 -0.12 -1.33
C -5.23 -1.22 -0.80
C -3.91 -1.45 -1.14
C -0.44 0.47 -2.94
C 0.84 0.23 -3.45
C 1.67 1.27 -3.83
C 1.24 2.58 -3.71
C -0.02 2.84 -3.18
C -0.84 1.79 -2.78
H -3.24 -2.76 -7.79
H -1.86 -0.71 -7.58
H -1.02 0.00 -5.39
H -2.91 -3.39 -3.56
H -3.76 -4.09 -5.77
H -3.47 1.11 -3.33
H -5.78 1.57 -2.65
H -6.93 0.08 -1.05
H -5.73 -1.89 -0.11
H -3.37 -2.27 -0.70
H 1.19 -0.80 -3.54
H 2.66 1.05 -4.22
H 1.88 3.40 -4.01
H -0.36 3.86 -3.06
H -1.80 2.02 -2.33
```

The total charge is -1. The calculation puts the total energy at -6678.67639 Eh. Its multiplicity is 1.



Formula: C64H64Br2F9N5OPSTi
Source: the Open Molecules 2025 dataset
Level of theory: ωB97M-V/def2-TZVPD

Structure (XYZ):
```
148
C64H64Br2F9N5OPSTi (ωB97M-V/def2-TZVPD)
Ti -1.06 -0.22 0.16
C -5.17 2.08 -1.20
C -3.76 1.82 -1.74
C -3.31 3.02 -2.58
C -3.75 0.53 -2.54
C -4.25 0.54 -3.84
C -4.26 -0.61 -4.60
C -3.79 -1.78 -4.06
C -3.32 -1.86 -2.76
C -2.95 -3.24 -2.26
C -1.58 -3.30 -1.59
C -4.02 -3.80 -1.33
C -3.28 -0.68 -1.99
N -2.80 -0.66 -0.66
C -3.74 -0.73 0.32
C -3.29 -0.58 1.67
N -1.98 -0.36 1.89
C -1.51 -0.37 3.22
C -1.09 -1.59 3.77
C -0.65 -1.62 5.09
C -0.58 -0.46 5.84
C -0.98 0.74 5.29
C -1.48 0.81 3.99
C -2.02 2.12 3.47
C -1.07 3.28 3.77
C -3.40 2.42 4.07
C -1.13 -2.86 2.95
C -2.52 -3.51 3.00
C -0.09 -3.89 3.40
C -4.41 -0.76 2.56
C -4.62 -0.78 3.94
C -5.91 -1.01 4.41
C -6.99 -1.23 3.58
C -6.81 -1.26 2.18
C -7.79 -1.53 1.20
C -7.44 -1.54 -0.14
C -6.14 -1.27 -0.59
C -5.15 -1.00 0.34
C -5.52 -1.01 1.72
H -5.19 3.03 -0.66
H -5.49 1.29 -0.54
H -5.87 2.15 -2.03
H -3.06 1.71 -0.88
H -4.09 3.31 -3.28
H -2.41 2.80 -3.14
H -3.11 3.87 -1.92
H -4.63 1.46 -4.26
H -4.63 -0.59 -5.62
H -3.81 -2.68 -4.66
H -2.91 -3.89 -3.15
H -1.63 -2.83 -0.61
H -0.83 -2.79 -2.20
H -1.27 -4.34 -1.46
H -4.07 -3.20 -0.42
H -3.79 -4.82 -1.05
H -5.00 -3.77 -1.80
H -0.37 -2.56 5.53
H -0.22 -0.50 6.86
H -0.92 1.64 5.87
H -2.14 2.04 2.38
H -1.07 3.52 4.83
H -1.39 4.17 3.22
H -0.06 3.05 3.46
H -3.34 2.49 5.16
H -4.11 1.65 3.81
H -3.76 3.38 3.69
H -0.91 -2.59 1.90
H -2.79 -3.70 4.04
H -2.50 -4.46 2.47
H -3.28 -2.88 2.56
H -0.45 -4.43 4.27
H 0.85 -3.41 3.65
H 0.10 -4.61 2.61
H -3.81 -0.63 4.63
H -6.07 -1.02 5.49
H -7.97 -1.39 4.00
H -8.80 -1.74 1.50
H -8.20 -1.77 -0.87
H -5.93 -1.28 -1.65
Br 0.20 1.77 0.83
C -0.08 2.14 -2.50
Br -0.17 0.20 -2.37
H 0.95 2.43 -2.26
H -0.76 2.54 -1.75
F 5.40 2.27 -8.04
C 4.47 3.04 -7.44
F 4.97 4.29 -7.47
F 3.41 3.05 -8.27
C 4.15 2.57 -6.06
C 2.85 2.22 -5.71
C 2.59 1.78 -4.43
C 3.60 1.70 -3.48
C 4.90 2.04 -3.85
C 5.18 2.47 -5.13
P 3.20 1.14 -1.74
C 4.35 -0.28 -1.92
C 3.85 -1.21 -2.83
C 4.51 -2.41 -3.07
C 5.68 -2.68 -2.38
C 6.18 -1.76 -1.47
C 5.52 -0.57 -1.23
C 6.45 -3.94 -2.63
F 5.81 -4.84 -3.39
F 6.81 -4.57 -1.49
F 7.62 -3.69 -3.27
C 3.96 2.61 -0.95
C 4.81 2.64 0.16
C 5.06 3.82 0.82
C 4.48 5.01 0.40
C 3.66 5.00 -0.73
C 3.41 3.82 -1.38
C 4.67 6.27 1.18
F 3.71 6.46 2.10
F 4.67 7.37 0.41
F 5.83 6.29 1.87
H 2.05 2.29 -6.43
H 1.59 1.50 -4.16
H 5.70 1.95 -3.12
H 6.19 2.73 -5.42
H 2.93 -0.99 -3.34
H 4.10 -3.13 -3.76
H 7.10 -1.99 -0.94
H 5.91 0.11 -0.49
H 5.24 1.73 0.53
H 5.71 3.83 1.69
H 3.21 5.93 -1.07
H 2.75 3.82 -2.24
C 2.85 1.62 3.44
C 3.62 0.36 3.08
S 2.77 -0.47 1.65
O 3.14 0.31 0.45
C 3.93 -1.92 1.58
C 3.35 -3.09 2.32
H 3.26 2.07 4.35
H 1.81 1.37 3.62
H 2.90 2.33 2.63
H 3.61 -0.36 3.89
H 4.65 0.59 2.80
H 4.91 -1.63 1.96
H 4.03 -2.14 0.52
H 3.29 -2.90 3.39
H 3.95 -3.99 2.16
H 2.35 -3.29 1.95
N 3.43 -4.75 -1.01
C 2.73 -3.84 -1.00
N 1.99 -2.79 -1.07
C 1.17 -2.19 -0.37
N 0.38 -1.54 0.24
```

The total charge is -1. The calculation puts the total energy at -10462.22197 Eh. Its multiplicity is 1.